A.
15
Properties=species:S:1:pos:R:3 method="wB97M-V/def2-TZVPD" orbital_gap_ha=0.39130 e_lumo_ha=0.0427 homo_ev=-9.4859 mol_weight_g_mol=70.1
C -0.35 2.60 0.51
C -0.93 1.55 1.07
C -1.92 0.62 0.42
H 0.13 3.31 1.17
H -0.45 2.83 -0.55
H -0.66 1.30 2.09
H -2.72 1.11 -0.13
H -2.48 0.08 1.18
H -1.39 -0.05 -0.25
C 1.20 -2.72 -0.69
C 2.11 -1.91 -1.21
H 0.64 -3.48 -1.21
H 0.97 -2.63 0.37
H 2.32 -1.96 -2.27
H 2.60 -1.16 -0.60

***

B.
15
Properties=species:S:1:pos:R:3 method="wB97M-V/def2-TZVPD" orbital_gap_ha=0.38287 e_lumo_ha=0.0413 homo_ev=-9.2937 mol_weight_g_mol=70.1
C -1.69 0.02 0.61
C -1.24 0.33 -0.62
C -2.14 0.13 -1.82
H -0.96 -0.14 1.39
H -2.74 -0.31 0.79
H -0.13 0.45 -0.70
H -2.15 -0.98 -2.25
H -3.17 0.49 -1.56
H -1.84 0.83 -2.65
C 2.93 0.50 0.95
C 2.47 -0.70 1.48
H 4.01 0.59 0.77
H 2.15 1.10 0.41
H 3.05 -1.63 1.21
H 1.44 -0.69 1.97

***

So which one wins? Going from most stable to least: A, B.

***

A.
15
Properties=species:S:1:pos:R:3 method="wB97M-V/def2-TZVPD" orbital_gap_ha=0.32205 e_lumo_ha=0.0388 homo_ev=-7.7089 mol_weight_g_mol=70.1
C -1.12 -1.37 -0.56
C -0.28 -0.11 -0.57
C 1.11 -0.31 -0.31
C 1.91 -0.91 0.61
C 1.33 0.11 -1.63
H -2.14 -0.99 -0.47
H -0.98 -1.99 -1.45
H -0.83 -1.92 0.32
H -0.47 0.96 -0.53
H -2.78 3.76 3.57
H 2.86 -1.29 0.25
H 1.90 -0.84 1.69
H -3.24 4.30 3.43
H 1.66 -0.53 -2.44
H 1.05 1.12 -1.90

***

B.
15
Properties=species:S:1:pos:R:3 method="wB97M-V/def2-TZVPD" orbital_gap_ha=0.32305 e_lumo_ha=0.0188 homo_ev=-8.2790 mol_weight_g_mol=70.1
C -2.00 -0.65 -0.22
C -0.91 -1.48 0.34
C 0.60 0.80 0.54
C 1.85 1.08 -0.23
C 1.15 -0.23 -0.44
H -2.83 -1.38 -0.07
H -2.30 0.29 0.25
H -1.93 -0.53 -1.31
H -0.81 -1.19 1.41
H -0.30 1.34 0.27
H 0.69 0.60 1.60
H 2.79 1.06 0.31
H 1.79 1.80 -1.04
H 1.61 -1.13 -0.04
H 0.63 -0.39 -1.38

***

C.
15
Properties=species:S:1:pos:R:3 method="wB97M-V/def2-TZVPD" orbital_gap_ha=0.38747 e_lumo_ha=0.0417 homo_ev=-9.4077 mol_weight_g_mol=70.1
C -1.17 -0.72 0.74
C -0.37 0.51 0.36
C -0.81 0.91 -1.06
C 1.13 0.30 0.18
C 1.63 -0.96 -0.08
H -1.20 -1.50 -0.06
H -2.26 -0.36 0.71
H -0.90 -1.15 1.73
H -0.52 1.25 1.33
H 0.07 1.40 -1.77
H -1.68 1.83 -1.01
H -1.21 -0.03 -1.64
H 1.76 1.41 0.18
H 2.74 -0.93 -0.35
H 0.80 -2.15 0.05

***

D.
15
Properties=species:S:1:pos:R:3 method="wB97M-V/def2-TZVPD" orbital_gap_ha=0.41813 e_lumo_ha=0.0472 homo_ev=-10.0936 mol_weight_g_mol=70.1
C 1.67 0.30 0.40
C 0.82 -0.89 -0.05
C -0.60 -0.54 -0.50
C -1.06 0.89 -0.61
C -1.61 0.00 0.47
H 1.29 0.76 1.32
H 2.70 -0.02 0.59
H 1.70 1.07 -0.38
H 1.33 -1.39 -0.88
H 0.76 -1.63 0.76
H -1.00 -1.22 -1.25
H -1.71 1.17 -1.44
H -0.37 1.67 -0.31
H -1.29 0.19 1.49
H -2.64 -0.34 0.39

***

So which one wins? Going from most stable to least: D, C, A, B.

***

A.
15
Properties=species:S:1:pos:R:3 method="wB97M-V/def2-TZVPD" orbital_gap_ha=0.39131 e_lumo_ha=0.0507 homo_ev=-9.2675 mol_weight_g_mol=70.1
C -1.36 -0.66 -0.81
C -1.74 0.58 -0.89
C -1.78 -0.01 0.45
H -1.23 -1.58 -1.34
H -2.11 1.38 -1.50
H -1.05 0.30 1.17
H -2.73 -0.28 0.87
H 0.83 1.75 -0.21
H 0.27 2.15 -0.52
C 2.07 -0.10 0.80
C 1.52 -1.06 0.09
H 1.69 0.24 1.75
H 3.00 0.32 0.50
H 1.97 -1.46 -0.80
H 0.66 -1.57 0.46

***

B.
15
Properties=species:S:1:pos:R:3 method="wB97M-V/def2-TZVPD" orbital_gap_ha=0.41627 e_lumo_ha=0.0427 homo_ev=-10.1660 mol_weight_g_mol=70.1
C 0.47 -1.06 0.27
C -0.96 -0.82 -0.41
C -1.19 0.55 0.27
C 0.09 1.18 -0.14
C 1.26 0.07 -0.16
H 1.16 -1.85 0.12
H 0.62 -1.04 1.32
H -1.49 -1.76 -0.01
H -1.43 -0.94 -1.50
H -1.87 1.28 -0.10
H -1.36 0.26 1.48
H 0.53 1.93 0.69
H 0.32 1.67 -1.04
H 1.74 0.00 -1.24
H 2.11 0.52 0.45

***

So which one wins? Going from most stable to least: B, A.

***

A.
14
Properties=species:S:1:pos:R:3 method="wB97M-V/def2-TZVPD" orbital_gap_ha=0.40372 e_lumo_ha=-0.1575 homo_ev=-15.2714 total_charge=+1 mol_weight_g_mol=103.1
H -0.65 1.51 -1.81
N 0.33 1.25 -1.59
C 0.77 0.50 -0.79
N 1.93 0.00 -0.44
N -0.29 -0.16 0.35
C -1.67 -0.39 0.00
N -0.13 0.08 1.65
O 0.13 -1.29 1.26
H 2.82 -0.01 -0.83
H 1.96 -0.58 0.45
H -2.25 0.45 0.08
H -1.74 -0.85 -1.03
H -2.09 -1.00 0.73
H 0.89 0.50 1.96

***

B.
14
Properties=species:S:1:pos:R:3 method="wB97M-V/def2-TZVPD" orbital_gap_ha="0.28328 / 0.28320" e_lumo_ha="-0.1773 / -0.1773" homo_ev="-12.5336 / -12.5314" total_charge=+1 mol_weight_g_mol=103.1
C -0.94 -0.68 0.03
C -0.38 1.87 0.17
N -1.68 -0.13 -0.94
N 2.73 -0.30 -0.21
N -0.59 -1.81 0.53
N -0.48 0.51 -0.43
O 2.86 -1.48 -0.02
H -1.32 2.38 0.19
H -0.08 1.87 1.26
H 0.32 2.44 -0.41
H -2.61 0.36 -0.67
H 3.39 0.26 -0.73
H -1.18 -2.59 0.10
H -0.24 -2.17 1.53

***

C.
14
Properties=species:S:1:pos:R:3 method="wB97M-V/def2-TZVPD" orbital_gap_ha=0.36117 e_lumo_ha=-0.1647 homo_ev=-14.3105 total_charge=+1 mol_weight_g_mol=103.1
N 1.97 2.09 0.48
C 1.45 1.07 -0.25
O 1.98 0.51 -1.14
C -0.13 0.34 0.35
N -0.69 -0.57 -0.36
N -0.24 -0.90 -1.61
N -1.71 -1.31 0.16
H 1.58 2.54 1.36
H 2.99 2.30 0.25
H -0.24 0.27 1.49
H -0.79 -1.22 -2.36
H 0.63 -0.33 -1.79
H -1.97 -1.08 1.15
H -2.49 -1.56 -0.49

***

So which one wins? Going from most stable to least: C, A, B.

***

A.
22
Properties=species:S:1:pos:R:3 method="wB97M-V/def2-TZVPD" orbital_gap_ha=0.36454 e_lumo_ha=0.0399 homo_ev=-8.8353 mol_weight_g_mol=110.2
C -2.20 -2.34 0.38
C -1.76 -1.15 0.02
C -1.14 -0.13 0.91
C -1.20 -0.21 2.24
C -0.33 0.92 0.22
C 0.93 0.33 -0.44
C 1.72 1.38 -1.21
C 3.12 0.88 -1.55
H -2.63 -3.04 -0.33
H -2.08 -2.69 1.40
H -1.91 -0.77 -0.99
H -0.70 0.55 2.81
H -1.72 -1.00 2.77
H -0.92 1.52 -0.48
H 0.01 1.68 0.91
H 0.73 -0.52 -1.09
H 1.50 -0.03 0.42
H 1.88 2.33 -0.69
H 1.13 1.59 -2.11
H 3.81 1.68 -1.82
H 3.51 0.34 -0.68
H 3.17 0.18 -2.39

***

B.
22
Properties=species:S:1:pos:R:3 method="wB97M-V/def2-TZVPD" orbital_gap_ha=0.34777 e_lumo_ha=0.0392 homo_ev=-8.3953 mol_weight_g_mol=110.2
C 3.07 0.26 0.26
C 1.90 -0.07 -0.36
C 0.65 0.37 0.19
C -0.60 0.79 -0.75
C -1.47 1.85 -0.20
C -0.52 -0.50 -0.02
C -0.16 -1.80 -0.74
C -1.62 -0.74 1.07
H 4.08 0.04 -0.09
H 3.20 0.81 1.18
H 2.08 -0.75 -1.21
H 0.81 0.98 1.11
H -0.40 0.75 -1.88
H -1.53 1.69 0.77
H -2.43 1.93 -0.60
H -1.07 2.81 -0.18
H 0.47 -1.56 -1.63
H -1.04 -2.23 -1.10
H 0.25 -2.50 -0.03
H -1.75 -1.72 1.50
H -2.51 -0.34 0.75
H -1.41 -0.07 1.97

***

So which one wins? Going from most stable to least: A, B.

***

A.
9
Properties=species:S:1:pos:R:3 method="wB97M-V/def2-TZVPD" orbital_gap_ha="0.30961 / 0.21802" e_lumo_ha="-0.0198 / -0.0657" homo_ev="-8.9636 / -7.7215" mol_weight_g_mol=294.8
C 0.24 1.25 -0.19
C 2.02 -1.74 -1.40
Si -1.21 0.19 0.51
Br 0.87 2.60 0.97
Br 1.83 0.11 -0.71
Br 0.49 -2.72 -1.05
H -0.56 -0.81 1.50
H -1.80 -0.30 -0.88
H -1.88 1.42 1.26

***

B.
9
Properties=species:S:1:pos:R:3 method="wB97M-V/def2-TZVPD" orbital_gap_ha=0.31315 e_lumo_ha=-0.0474 homo_ev=-9.8119 mol_weight_g_mol=294.8
C 0.12 -0.06 -0.46
C -1.14 -0.18 -0.69
Si 0.94 0.02 1.24
Br 1.37 0.66 -2.27
Br -2.01 0.30 -2.34
Br -2.50 -0.82 0.45
H 0.18 1.14 1.73
H 2.31 0.19 0.49
H 0.73 -1.26 1.86

***

So which one wins? Going from most stable to least: B, A.